Below is C2H4OS in the gas phase in a non-equilibrium geometry, with properties calculated with ωB97M-V/def2-TZVPD.

The geometry in XYZ format:
```
8
Properties=species:S:1:pos:R:3:forces:R:3
C -0.946 0.649 -0.023 0.562 1.324 0.474
C -0.349 -0.494 -0.383 -3.070 -2.667 -1.371
O 0.829 -1.092 -0.046 -1.630 -1.118 -0.549
S 1.746 -0.487 1.152 1.188 1.893 -1.124
H -1.864 0.969 -0.517 0.089 -0.741 0.074
H -0.619 1.485 0.680 0.273 -1.639 -0.964
H -1.043 -1.409 -1.022 2.332 3.250 1.655
H 2.247 0.378 0.157 0.256 -0.302 1.804
```
Positions in Å, forces in eV/Å.

E_LUMO, eV: 0.55
Total energy, eV: -15018.6171
Strongest force on any atom, eV/Å: 4.3
Energy above the lowest of the compared OMol25 structures with the same formula, charge and spin, eV: 2.8485

Charges per atom according to Mulliken partitioning, unit e:
1. C -0.61
2. C 0.20
3. O -0.30
4. S -0.10
5. H 0.23
6. H 0.22
7. H 0.19
8. H 0.17



Below is 2 unconnected molecules or ions with the total composition C2H4OS in a non-equilibrium geometry, with properties calculated with ωB97M-V/def2-TZVPD.

The geometry in XYZ format:
```
8
Properties=species:S:1:pos:R:3:forces:R:3
C -0.032 -1.505 -0.005 0.082 -0.015 1.259
C -1.503 -1.324 -0.758 3.101 3.044 2.365
O -2.082 -0.283 -0.614 -0.410 -1.205 -0.643
S 1.763 -0.247 1.092 -0.448 -1.964 -2.858
H -0.215 -1.942 1.020 0.408 -0.035 -1.510
H 0.817 -1.852 -0.582 -0.561 -0.859 -0.057
H -1.849 -2.201 -1.287 -0.201 -0.536 -0.315
H 0.832 0.308 1.715 -1.972 1.571 1.759
```
Positions in Å, forces in eV/Å.

E_LUMO (spin up / spin down), eV: -1.23 / -1.23
Total energy, eV: -15017.8709
Strongest force on any atom, eV/Å: 4.9
Energy above the lowest of the compared OMol25 structures with the same formula, charge and spin, eV: 3.5947

Charges per atom according to Mulliken partitioning, unit e:
1. C -0.70
2. C 0.09
3. O -0.40
4. S -0.21
5. H 0.39
6. H 0.36
7. H 0.34
8. H 0.13



Below is C2H4OS in the gas phase in a non-equilibrium geometry, with properties calculated with ωB97M-V/def2-TZVPD.

The geometry in XYZ format:
```
8
Properties=species:S:1:pos:R:3:forces:R:3
C -0.442 0.032 -1.616 2.057 1.925 -0.776
C 0.357 -0.157 -0.369 1.158 0.902 0.017
O 1.516 -0.422 -0.414 0.336 -0.288 0.766
S -0.493 0.240 1.262 -1.230 -0.799 -2.069
H -1.150 -0.660 -1.474 -3.355 -2.592 -0.201
H -0.882 1.011 -1.553 -0.371 0.407 -0.194
H 0.065 -0.111 -2.613 -0.085 0.055 1.478
H -1.771 0.047 0.667 1.490 0.389 0.978
```
Positions in Å, forces in eV/Å.

E_LUMO, eV: 0.64
Total energy, eV: -15020.9532
Strongest force on any atom, eV/Å: 4.2
Energy above the lowest of the compared OMol25 structures with the same formula, charge and spin, eV: 0.5124

Charges per atom according to Mulliken partitioning, unit e:
1. C -1.10
2. C 0.64
3. O -0.44
4. S -0.22
5. H 0.38
6. H 0.34
7. H 0.27
8. H 0.14



Below is C2H4OS in the gas phase in a non-equilibrium geometry, with properties calculated with ωB97M-V/def2-TZVPD.

The geometry in XYZ format:
```
8
Properties=species:S:1:pos:R:3:forces:R:3
C 0.960 -0.611 0.018 -2.206 0.385 -0.114
O 0.354 0.724 0.121 -0.462 -0.346 -0.625
C -0.974 0.820 -0.029 0.293 1.822 1.008
S -2.179 -0.256 0.047 0.492 -0.341 -0.287
H 0.297 -1.092 -0.755 1.003 -0.267 0.899
H 0.800 -1.066 1.043 0.815 0.106 -1.425
H 1.963 -0.437 -0.394 -0.267 -0.303 0.731
H -1.222 1.919 -0.051 0.332 -1.056 -0.186
```
Positions in Å, forces in eV/Å.

E_LUMO, eV: 0.52
Total energy, eV: -15020.4120
Strongest force on any atom, eV/Å: 2.2
Energy above the lowest of the compared OMol25 structures with the same formula, charge and spin, eV: 1.0536

Charges per atom according to Mulliken partitioning, unit e:
1. C -0.53
2. O -0.28
3. C 0.01
4. S -0.26
5. H 0.28
6. H 0.27
7. H 0.23
8. H 0.29



Below is C2H4OS in the gas phase in a non-equilibrium geometry, with properties calculated with ωB97M-V/def2-TZVPD.

The geometry in XYZ format:
```
8
Properties=species:S:1:pos:R:3:forces:R:3
O -0.623 -0.111 -1.459 3.996 -0.461 3.234
C -0.810 -0.145 0.050 1.770 1.902 -1.799
C 0.705 0.215 0.603 0.266 -2.350 2.352
S 1.903 0.952 -0.235 -1.299 -0.546 0.500
H 0.554 -0.184 -1.409 -5.000 0.571 -1.039
H -1.531 0.638 0.446 1.058 -0.294 -0.872
H -1.322 -1.063 0.341 1.013 -0.427 0.226
H 1.124 -0.302 1.664 -1.804 1.604 -2.603
```
Positions in Å, forces in eV/Å.

E_LUMO, eV: -0.87
Total energy, eV: -15018.4181
Strongest force on any atom, eV/Å: 5.2
Energy above the lowest of the compared OMol25 structures with the same formula, charge and spin, eV: 3.0475

Charges per atom according to Mulliken partitioning, unit e:
1. O -0.49
2. C -0.12
3. C -0.19
4. S -0.21
5. H 0.30
6. H 0.23
7. H 0.24
8. H 0.24



Below is 2 unconnected molecules or ions with the total composition C2H4OS2 in a non-equilibrium geometry, with properties calculated with ωB97M-V/def2-TZVPD.

The geometry in XYZ format:
```
9
Properties=species:S:1:pos:R:3:forces:R:3
C -0.080 0.054 -0.647 0.592 1.999 4.733
C 0.317 -0.185 1.385 -1.844 -1.590 -4.742
O -0.740 1.281 -0.807 0.179 -0.813 0.118
S -0.460 -1.447 -1.369 -0.701 -1.184 -0.893
S 1.331 -0.407 -1.587 0.639 -0.034 -0.625
H 1.222 -0.845 1.396 -0.733 1.503 0.338
H -0.600 -0.714 1.610 0.091 -0.954 -0.027
H 0.010 0.751 1.742 1.373 1.763 0.740
H -1.000 1.512 -1.722 0.405 -0.691 0.358
```
Positions in Å, forces in eV/Å.

E_LUMO, eV: -0.07
Total energy, eV: -25853.6690
Strongest force on any atom, eV/Å: 5.3
Energy above the lowest of the compared OMol25 structures with the same formula, charge and spin, eV: 2.8265

Here are the Mulliken charges for atoms 1 to 8, given in e:
1. C 0.42
2. C -0.95
3. O -0.47
4. S -0.17
5. S -0.20
6. H 0.32
7. H 0.33
8. H 0.37



Below is C2H4OS2 in the gas phase in a non-equilibrium geometry, with properties calculated with ωB97M-V/def2-TZVPD.

The geometry in XYZ format:
```
9
Properties=species:S:1:pos:R:3:forces:R:3
C 0.499 0.039 -1.068 -3.569 1.503 0.091
C -0.109 0.661 -0.060 2.341 -0.261 2.497
S 0.566 0.470 1.671 -1.533 -1.100 -1.490
O -0.716 -1.046 2.424 2.367 2.474 0.926
S -1.705 -1.724 1.494 -1.695 -1.127 -1.423
H -0.023 0.090 -2.009 0.464 0.268 -0.593
H 1.239 -0.633 -0.928 2.378 -2.043 0.429
H -0.792 1.464 -0.157 -0.991 0.205 -0.246
H -1.193 -2.975 1.375 0.239 0.080 -0.191
```
Positions in Å, forces in eV/Å.

E_LUMO (spin up / spin down), eV: -1.37 / -1.42
Total energy, eV: -25853.0019
Strongest force on any atom, eV/Å: 3.9
Energy above the lowest of the compared OMol25 structures with the same formula, charge and spin, eV: 3.4935

Here are the Mulliken charges for atoms 1 to 8, given in e:
1. C -0.40
2. C -0.46
3. S 0.04
4. O -0.36
5. S 0.06
6. H 0.24
7. H 0.33
8. H 0.40



Below is 2 unconnected molecules or ions with the total composition C2H4OS2 in a non-equilibrium geometry, with properties calculated with ωB97M-V/def2-TZVPD.

The geometry in XYZ format:
```
9
Properties=species:S:1:pos:R:3:forces:R:3
C 2.644 -1.963 -0.143 -0.398 -1.940 -1.146
C 0.127 0.437 0.538 -0.255 -0.553 2.906
O 2.374 -2.861 -0.802 0.472 1.812 1.231
S -0.346 0.034 -2.361 0.465 -2.206 0.586
S 1.025 0.507 -0.920 2.240 0.803 -2.128
H -0.118 -1.390 -2.222 -0.576 1.901 -0.455
H -0.200 -0.658 0.594 -0.228 1.789 0.661
H -0.626 1.219 0.390 -0.494 -0.741 0.736
H 0.773 0.748 1.503 -1.226 -0.866 -2.391
```
Positions in Å, forces in eV/Å.

E_LUMO, eV: 0.58
Total energy, eV: -25855.7615
Strongest force on any atom, eV/Å: 3.2
Energy above the lowest of the compared OMol25 structures with the same formula, charge and spin, eV: 0.7340

Here are the Mulliken charges for atoms 1 to 8, given in e:
1. C 0.17
2. C -0.67
3. O -0.18
4. S -0.20
5. S -0.10
6. H 0.16
7. H 0.25
8. H 0.32



Below is 2 unconnected molecules or ions with the total composition C2H4OS2 in a non-equilibrium geometry, with properties calculated with ωB97M-V/def2-TZVPD.

The geometry in XYZ format:
```
9
Properties=species:S:1:pos:R:3:forces:R:3
C 1.829 -0.014 -0.816 0.372 -0.357 -1.222
C -2.288 -0.195 0.075 0.272 0.210 -1.250
O -1.166 0.076 -0.246 -0.091 -0.752 -0.941
S 1.328 1.128 0.244 0.767 -0.149 1.399
S 2.343 -1.491 -0.208 -0.255 0.534 -0.419
H -2.573 0.228 0.990 -1.353 0.259 1.835
H -3.031 -0.732 -0.566 0.496 0.024 0.278
H 1.255 2.166 -0.549 -0.266 0.688 -0.755
H 2.304 -1.165 1.076 0.057 -0.457 1.076
```
Positions in Å, forces in eV/Å.

E_LUMO, eV: 0.48
Total energy, eV: -25853.1155
Strongest force on any atom, eV/Å: 2.3
Energy above the lowest of the compared OMol25 structures with the same formula, charge and spin, eV: 3.3799

Here are the Mulliken charges for atoms 1 to 8, given in e:
1. C -0.04
2. C -0.14
3. O -0.28
4. S -0.16
5. S -0.09
6. H 0.24
7. H 0.23
8. H 0.16



Below is C2H4OS3 in the gas phase in a non-equilibrium geometry, with properties calculated with ωB97M-V/def2-TZVPD.

The geometry in XYZ format:
```
10
Properties=species:S:1:pos:R:3:forces:R:3
C 0.064 -0.104 1.384 0.766 -1.043 -0.142
C 0.715 -1.160 -1.612 0.489 -1.782 -3.924
H -0.852 1.751 0.363 0.228 2.022 0.599
H 0.291 -1.166 1.285 0.058 0.098 -0.172
H -0.405 0.836 -1.916 1.224 0.570 -3.495
H 0.644 -2.225 -1.318 -0.229 0.216 0.664
O 1.736 -0.629 -1.952 0.599 0.704 1.060
S -0.705 0.481 -0.056 -1.504 6.445 15.207
S 0.431 0.717 2.728 -0.542 0.228 -0.476
S -0.867 -0.359 -1.511 -1.089 -7.458 -9.321
```
Positions in Å, forces in eV/Å.

E_LUMO, eV: -0.84
Total energy, eV: -36681.3867
Strongest force on any atom, eV/Å: 16.6
Energy above the lowest of the compared OMol25 structures with the same formula, charge and spin, eV: 10.6740

Here are the Mulliken charges for atoms 1 to 8, given in e:
1. C -0.32
2. C -0.11
3. H 0.04
4. H 0.30
5. H 0.09
6. H 0.44
7. O -0.46
8. S 0.26